a) C7H6FN3O2 | wB97M-V/def2-TZVPD

HOMO level = -8.8078 eV

ORCA input file:
```
! wB97M-V def2-TZVPD RIJCOSX def2/J DEFGRID3
* xyz 0 1
O -2.398 1.647 0.583
N -2.683 0.546 1.004
O -3.543 0.308 1.792
C -1.847 -0.609 0.370
N -1.326 -0.231 -0.920
C 0.029 0.102 -0.740
C 0.963 0.483 -1.659
C 2.294 0.473 -1.311
C 2.687 0.279 0.020
C 1.759 -0.115 0.962
C 0.466 -0.287 0.576
N -0.676 -0.794 1.285
F -0.554 -2.238 1.653
H -2.580 -1.419 0.227
H -1.950 0.459 -1.376
H 0.481 0.624 -2.628
H 3.138 0.688 -2.046
H 3.678 0.560 0.202
H 2.061 -0.476 2.006
*
```


b) C7H6FN3O2 | wB97M-V/def2-TZVPD

HOMO level (spin up / spin down) = -8.3034 / -8.3013 eV

ORCA input file:
```
! wB97M-V def2-TZVPD RIJCOSX def2/J DEFGRID3
* xyz 0 1
C 0.851 0.105 2.471
C -0.437 -0.454 2.594
C 1.361 0.392 1.238
C -1.189 -0.731 1.496
C 0.612 0.132 0.078
C -0.706 -0.432 0.187
C 0.538 0.139 -2.319
N 1.185 0.182 -1.144
N -1.341 -0.635 -0.938
N -0.553 0.953 -2.625
O -0.902 0.971 -3.793
O -1.045 1.628 -1.733
F -2.399 -1.522 -0.821
H 1.431 0.306 3.357
H -0.827 -0.647 3.581
H 2.345 0.825 1.143
H -2.188 -1.127 1.587
H 1.066 -0.242 -3.182
H 2.199 0.154 -1.175
*
```


Of them, a) has the highest stability.


a) H34O17 | wB97M-V/def2-TZVPD

HOMO level = -10.5666 eV

ORCA input file:
```
! wB97M-V def2-TZVPD RIJCOSX def2/J DEFGRID3
* xyz 0 1
O 4.952 31.215 14.677
H 4.634 31.460 15.517
H 5.399 30.363 14.792
O 8.919 32.878 18.139
H 8.346 32.722 18.864
H 8.451 32.807 17.301
O 7.986 33.416 12.738
H 8.207 32.492 12.731
H 7.164 33.522 12.251
O 7.601 36.459 13.571
H 8.541 36.546 13.730
H 7.320 35.605 13.203
O 2.956 33.327 14.081
H 2.966 32.456 13.790
H 3.778 33.382 14.457
O 7.886 30.664 13.192
H 8.404 29.901 13.251
H 7.829 31.074 14.135
O 3.671 35.729 14.703
H 3.169 34.960 14.440
H 4.546 35.281 14.679
O 8.006 31.427 15.623
H 8.628 32.122 15.430
H 8.577 30.632 15.737
O 9.183 33.798 15.217
H 8.597 33.813 14.431
H 8.900 34.510 15.809
O 6.299 33.501 17.565
H 5.999 32.554 17.631
H 5.534 33.962 17.885
O 8.438 35.697 17.463
H 7.876 34.995 17.850
H 7.756 36.204 17.043
O 5.918 30.871 17.354
H 6.581 30.940 16.663
H 6.438 30.496 18.083
O 5.765 33.877 15.016
H 6.030 33.837 15.904
H 5.753 32.918 14.786
O 5.240 32.229 12.167
H 4.849 31.752 12.871
H 4.450 32.548 11.656
O 3.955 35.236 17.459
H 3.405 35.705 18.102
H 3.998 35.867 16.746
O 3.374 32.378 16.977
H 2.911 31.981 17.697
H 3.559 33.237 17.309
O 6.343 36.613 15.882
H 5.639 37.238 15.728
H 6.778 36.558 15.069
*
```


b) H34O17 | wB97M-V/def2-TZVPD

HOMO level = -8.4888 eV

ORCA input file:
```
! wB97M-V def2-TZVPD RIJCOSX def2/J DEFGRID3
* xyz 0 1
O 9.358 -9.002 20.878
H 9.343 -9.110 19.951
H 8.441 -9.199 21.142
O 7.250 -10.207 18.968
H 6.984 -10.118 18.036
H 6.495 -10.315 19.475
O 9.647 -12.061 19.203
H 8.830 -11.740 18.853
H 9.763 -12.819 18.596
O 6.546 -9.375 16.453
H 6.647 -9.934 15.659
H 6.064 -8.596 16.130
O 7.276 -7.164 19.371
H 7.143 -7.113 20.311
H 7.572 -8.029 19.111
O 10.006 -8.752 18.113
H 10.669 -8.608 17.479
H 9.648 -9.557 17.716
O 4.435 -7.765 20.542
H 4.247 -8.630 20.180
H 3.588 -7.313 20.540
O 3.929 -9.680 18.324
H 3.220 -9.403 17.768
H 4.437 -10.306 17.754
O 5.128 -7.151 17.545
H 6.058 -7.286 17.750
H 4.876 -8.097 17.767
O 6.985 -8.641 21.761
H 7.057 -8.422 22.688
H 6.106 -8.947 21.549
O 7.999 -7.287 16.203
H 8.755 -6.929 16.670
H 7.972 -8.098 16.660
O 4.861 -11.859 17.052
H 5.672 -12.304 17.150
H 4.339 -12.247 16.327
O 9.257 -10.875 16.535
H 10.094 -11.269 16.383
H 8.908 -10.572 15.739
O 5.042 -10.468 21.783
H 4.256 -10.841 22.100
H 5.463 -11.192 21.329
O 8.506 -11.713 22.213
H 7.943 -11.671 21.437
H 8.557 -12.643 22.484
O 6.247 -12.361 20.499
H 6.412 -12.274 19.547
H 6.320 -13.317 20.741
O 7.049 -13.050 18.003
H 6.526 -13.849 18.239
H 7.245 -13.086 17.057
*
```


Of them, a) has the highest stability.


a) C4H5NO3 | wB97M-V/def2-TZVPD

HOMO level = -7.3237 eV

ORCA input file:
```
! wB97M-V def2-TZVPD RIJCOSX def2/J DEFGRID3
* xyz 0 1
N 2.736 0.011 0.096
C 1.378 -0.115 0.033
C 0.559 -1.196 0.095
C -0.822 -0.747 0.016
O -2.034 -1.393 -0.102
C -0.709 0.614 -0.054
O -1.598 1.580 -0.024
O 0.601 1.055 -0.108
H 3.180 0.733 -0.428
H 3.084 -0.902 -0.101
H 0.962 -2.182 0.033
H -2.693 -0.746 0.272
H -1.877 1.759 0.876
*
```


b) C4H5NO3 | wB97M-V/def2-TZVPD

HOMO level = -8.5357 eV

ORCA input file:
```
! wB97M-V def2-TZVPD RIJCOSX def2/J DEFGRID3
* xyz 0 1
C -0.806 0.854 -0.228
C 2.067 0.305 -0.390
C 1.608 -0.956 0.028
C -0.861 -0.469 0.047
N 0.216 -1.259 0.134
O 2.476 -1.789 -0.202
O 2.564 1.103 0.562
O -1.975 -1.135 0.305
H -1.639 1.577 -0.256
H 0.069 1.433 -0.592
H 0.061 -2.160 0.465
H 2.917 1.867 0.113
H -1.607 -2.080 0.392
*
```


c) C4H5NO3 | wB97M-V/def2-TZVPD

HOMO level = -8.2345 eV

ORCA input file:
```
! wB97M-V def2-TZVPD RIJCOSX def2/J DEFGRID3
* xyz 0 1
C -0.731 1.512 0.285
C 0.232 0.503 -0.298
N -0.450 -0.780 -0.254
C -1.697 -0.993 -0.134
O -2.626 -0.199 -0.146
O 1.525 0.844 -0.391
C 2.478 -0.143 -0.021
O 2.197 -1.274 0.212
H -0.384 2.451 0.241
H -1.814 1.141 0.684
H -0.028 -1.574 -0.296
H -1.995 -2.035 0.331
H 3.292 0.548 -0.212
*
```


d) C4H5NO3 | wB97M-V/def2-TZVPD

HOMO level = -8.6777 eV

ORCA input file:
```
! wB97M-V def2-TZVPD RIJCOSX def2/J DEFGRID3
* xyz 0 1
C -0.475 2.678 -1.151
C -0.649 1.572 -1.570
C -0.628 0.188 -1.770
N -0.911 -0.718 -0.893
O -1.444 -0.448 0.197
O -0.561 -1.924 -1.115
H -0.408 3.723 -0.989
H -0.228 -0.191 -2.704
H -0.884 -2.532 -0.296
C 0.188 0.499 2.144
O 1.044 0.003 1.467
H 0.463 1.482 2.515
H -0.748 -0.131 2.320
*
```


Of them, a) has the highest stability.


a) C4H5NO3 | wB97M-V/def2-TZVPD

HOMO level = -10.6539 eV

ORCA input file:
```
! wB97M-V def2-TZVPD RIJCOSX def2/J DEFGRID3
* xyz 0 1
C -1.659 -2.379 0.024
C -1.012 -1.365 0.042
C -0.129 -0.201 -0.258
O 0.920 -0.088 0.674
C 1.940 0.819 0.206
N -1.230 0.946 -0.076
O -2.244 0.919 -0.765
O -0.955 1.794 0.749
H -2.398 -3.136 0.138
H 0.235 -0.425 -1.340
H 1.623 1.790 0.112
H 2.390 0.400 -0.579
H 2.519 0.925 1.074
*
```


b) C4H5NO3 | wB97M-V/def2-TZVPD

HOMO level = -10.2125 eV

ORCA input file:
```
! wB97M-V def2-TZVPD RIJCOSX def2/J DEFGRID3
* xyz 0 1
O -0.506 0.082 3.617
C -0.705 -0.153 2.387
C 0.468 -0.662 1.522
N 0.060 -0.597 0.274
O 0.851 -1.012 -0.607
C 0.287 -0.419 -1.831
C 0.214 1.203 -2.036
O -0.695 1.570 -2.912
H -1.589 0.256 1.525
H 1.538 -1.096 1.813
H -0.606 -0.947 -2.069
H 0.716 -0.988 -2.726
H 0.738 2.023 -1.494
*
```


c) C4H5NO3 | wB97M-V/def2-TZVPD

HOMO level = -9.9156 eV

ORCA input file:
```
! wB97M-V def2-TZVPD RIJCOSX def2/J DEFGRID3
* xyz 0 1
C 0.644 1.069 -0.600
C 0.482 -1.063 -0.013
C 0.188 0.692 0.825
C -1.077 -1.162 -0.262
H 1.362 1.889 -0.526
H -0.301 1.332 -1.091
H 1.025 -2.120 -0.164
H 0.611 1.502 1.466
H -1.574 -1.946 -0.890
N -1.823 -0.246 0.185
O 1.071 -0.217 -1.035
O 0.580 -0.490 1.199
O -1.189 0.760 0.906
*
```


d) C4H5NO3 | wB97M-V/def2-TZVPD

HOMO level = -9.6335 eV

ORCA input file:
```
! wB97M-V def2-TZVPD RIJCOSX def2/J DEFGRID3
* xyz 0 1
O -1.950 -1.382 0.162
C -2.238 -0.212 0.060
C -1.667 1.049 -0.220
C -0.327 1.457 -0.132
C 0.942 0.639 0.191
O 2.249 0.993 0.231
N 0.711 -0.741 -0.134
O 1.988 -1.456 -0.176
H -3.295 -0.071 0.051
H -2.539 1.739 0.006
H -0.192 2.476 -0.255
H -0.054 -1.343 0.299
H 2.540 -0.446 -0.295
*
```


Of them, c) has the highest stability.